{"formula": "C25H42BBr8ClI2NO7", "method": "ωB97M-V/def2-TZVPD", "e_homo_ha": -0.386, "orbital_gap_ev": 6.7, "charge": 1, "species": ["C", "C", "O", "C", "C", "O", "C", "C", "C", "O", "O", "Cl", "C", "C", "I", "C", "C", "I", "C", "B", "O", "O", "C", "N", "C", "C", "C", "C", "O", "H", "H", "H", "H", "H", "H", "H", "H", "H", "H", "H", "H", "H", "H", "H", "H", "H", "H", "H", "H", "H", "H", "H", "H", "H", "H", "Br", "C", "C", "Br", "H", "H", "H", "H", "Br", "C", "C", "Br", "H", "H", "H", "H", "Br", "C", "C", "Br", "H", "H", "H", "H", "Br", "C", "C", "Br", "H", "H", "H", "H"], "xyz": [[-3.28466, 1.38377, 0.90873], [-1.79379, 1.16509, 0.66139], [-1.05508, 2.39249, 0.73088], [-1.07824, 3.06068, -0.51728], [-0.42459, 4.42149, -0.35199], [0.85167, 4.59310, -1.03169], [1.71546, 3.56215, -0.88602], [2.01814, 2.79994, -2.00377], [1.35070, 3.26881, -3.27064], [1.80058, 4.15208, -3.88128], [0.20304, 2.60876, -3.61022], [-1.04646, 3.66520, -4.02591], [2.91395, 1.71697, -1.89981], [3.30743, 0.91448, -3.10723], [4.48856, 2.13051, -4.42225], [2.09017, 0.17939, -3.81994], [2.35310, -1.31981, -3.80509], [2.02223, 0.70213, -5.89815], [3.44276, 1.43538, -0.64410], [4.44968, 0.20366, -0.38955], [5.63387, 0.24270, -1.01594], [4.11351, -0.79601, 0.47720], [2.83555, -1.43274, 0.29506], [3.15097, 2.22320, 0.43209], [3.80576, 1.87877, 1.70160], [2.33191, 3.28498, 0.34446], [2.09681, 4.17429, 1.52568], [1.30129, 3.54086, 2.67834], [0.10603, 4.25895, 2.85356], [-3.81257, 1.33761, -0.03435], [-3.64253, 0.61404, 1.57948], [-3.47340, 2.35876, 1.34356], [-1.36014, 0.48237, 1.38242], [-1.64837, 0.73049, -0.32701], [-2.11808, 3.22936, -0.79944], [-0.64000, 2.45267, -1.30358], [-1.06803, 5.18046, -0.77413], [-0.35291, 4.62832, 0.70873], [4.00090, 0.12642, -2.86557], [1.16235, 0.43187, -3.32554], [1.71559, -1.84640, -4.50014], [3.37238, -1.46407, -4.15933], [2.31301, -1.72886, -2.80716], [6.17939, -0.51770, -0.77490], [2.80475, -2.28460, 0.95904], [2.00670, -0.76658, 0.52727], [2.75391, -1.79089, -0.71961], [3.50854, 0.88966, 2.01370], [3.53406, 2.56303, 2.48675], [4.88045, 1.93486, 1.58439], [3.08072, 4.45252, 1.89508], [1.63077, 5.09833, 1.22529], [1.14317, 2.47341, 2.52841], [1.89220, 3.63984, 3.59139], [-0.55912, 3.68910, 3.24707], [0.97904, -4.81875, -4.84670], [-0.63004, -4.98885, -3.76849], [-1.01576, -3.68348, -3.12757], [0.13185, -3.26122, -1.60962], [-0.43793, -5.76961, -3.04053], [-1.40710, -5.31525, -4.45533], [-2.02127, -3.74203, -2.71761], [-0.95250, -2.84372, -3.81186], [-3.35652, -2.32904, 1.69465], [-2.39280, -2.40136, 3.38373], [-0.96350, -1.96816, 3.21662], [0.10806, -3.34834, 2.35400], [-2.47860, -3.41696, 3.75175], [-2.91927, -1.72444, 4.05277], [-0.49685, -1.80080, 4.18497], [-0.86521, -1.07511, 2.60822], [-5.85964, 0.90426, -2.29553], [-7.37740, 0.72697, -1.08696], [-7.80698, 2.05764, -0.53132], [-6.58507, 2.68305, 0.84661], [-7.07933, 0.02887, -0.31224], [-8.17306, 0.28926, -1.68494], [-8.77555, 1.97158, -0.04490], [-7.84975, 2.83361, -1.28775], [0.27222, -8.65730, 6.12858], [0.44361, -7.59539, 4.50991], [0.09793, -6.15062, 4.74888], [-1.82511, -5.88785, 4.89025], [-0.19260, -8.05713, 3.76239], [1.48473, -7.68891, 4.20972], [0.40524, -5.53493, 3.90599], [0.53510, -5.76130, 5.66237]]}

***

{"formula": "C25H42BGaIO6", "method": "ωB97M-V/def2-TZVPD", "e_homo_ha": -0.153, "orbital_gap_ev": 6.1, "charge": -1, "species": ["C", "C", "Ga", "I", "B", "O", "C", "C", "C", "C", "C", "C", "C", "C", "H", "H", "H", "H", "H", "H", "H", "H", "H", "H", "H", "H", "C", "C", "O", "C", "H", "H", "H", "H", "H", "H", "C", "C", "O", "C", "H", "H", "H", "H", "H", "H", "C", "C", "O", "C", "H", "H", "H", "H", "H", "H", "C", "C", "O", "C", "H", "H", "H", "H", "H", "H", "C", "C", "O", "C", "H", "H", "H", "H", "H", "H"], "xyz": [[0.94187, 0.59661, -0.51597], [0.38912, -0.42308, -0.12308], [-0.79356, -1.96634, 0.52816], [-1.42070, -1.39543, 3.00573], [0.17389, -3.81113, 0.26638], [1.01024, -3.94590, -0.86902], [0.04008, -5.10687, 1.19538], [-1.34858, -5.31241, 1.86050], [-2.42643, -2.01061, -0.72632], [-3.74534, -2.00600, -0.28131], [-4.75609, -2.08416, -1.25056], [-4.46922, -2.16772, -2.59775], [-3.14457, -2.15405, -3.02812], [-2.11957, -2.07698, -2.09456], [1.11505, 1.59777, -0.91381], [0.74198, -4.80341, -1.23878], [0.88356, -5.11135, 1.90872], [0.21067, -5.99122, 0.53493], [-1.19360, -5.91421, 2.77637], [-1.84161, -4.38606, 2.17945], [-2.05497, -5.88403, 1.24037], [-3.99467, -1.97163, 0.77990], [-5.80648, -2.10783, -0.93739], [-5.26673, -2.25693, -3.34058], [-2.87502, -2.20015, -4.08658], [-1.07439, -2.07517, -2.41783], [0.84953, 5.27834, -2.07956], [0.67321, 4.06683, -2.95969], [1.28055, 3.04214, -2.75242], [-0.29578, 4.18356, -4.11273], [1.56810, 5.05376, -1.29695], [1.22332, 6.11752, -2.66948], [-0.09941, 5.54364, -1.61593], [0.02719, 4.97460, -4.79251], [-1.29683, 4.40133, -3.73710], [-0.32312, 3.24130, -4.65755], [-5.05520, -7.51411, 3.41643], [-4.69326, -6.16239, 3.98788], [-3.94825, -5.41450, 3.40762], [-5.30571, -5.78922, 5.31827], [-4.54673, -7.64888, 2.46335], [-4.73875, -8.30504, 4.09917], [-6.13283, -7.57377, 3.25214], [-5.00023, -6.50486, 6.08408], [-6.39430, -5.77355, 5.23695], [-4.96076, -4.79784, 5.60661], [1.28933, 6.09098, 2.33212], [0.82304, 7.16432, 1.38870], [0.82010, 6.99938, 0.18794], [0.35779, 8.46232, 2.00263], [1.59544, 5.21464, 1.76284], [2.14053, 6.45291, 2.90529], [0.47799, 5.80539, 3.00476], [1.17348, 8.91804, 2.56712], [-0.49358, 8.27951, 2.66022], [0.05042, 9.14654, 1.21240], [6.32607, 7.73204, 1.95401], [4.85543, 8.04265, 1.83094], [4.04699, 7.57900, 2.60209], [4.43424, 8.95465, 0.70563], [6.48470, 7.06781, 2.80161], [6.67908, 7.23655, 1.04823], [6.88886, 8.65267, 2.11792], [4.70532, 8.51184, -0.25392], [4.91508, 9.92844, 0.81540], [3.35426, 9.09073, 0.73505], [2.24462, -4.96461, -3.77037], [2.48247, -6.43809, -3.57060], [1.65868, -7.14697, -3.03880], [3.79674, -6.99736, -4.06278], [1.26843, -4.69939, -3.37261], [3.00560, -4.38966, -3.24085], [2.26637, -4.72544, -4.83563], [4.62523, -6.50917, -3.54717], [3.88688, -6.84451, -5.13966], [3.83474, -8.06575, -3.85529]]}

***

{"formula": "C25H42BrFN2O5", "method": "ωB97M-V/def2-TZVPD", "multiplicity": 3, "e_homo_ha": [-0.299, -0.336], "orbital_gap_ev": [6.9, 7.9], "s_squared": 2.008, "species": ["C", "C", "F", "C", "C", "C", "Br", "C", "O", "O", "C", "O", "H", "H", "H", "H", "H", "H", "C", "C", "C", "C", "C", "C", "N", "O", "C", "C", "C", "H", "H", "H", "H", "H", "H", "H", "H", "H", "H", "H", "H", "H", "H", "H", "H", "H", "H", "C", "C", "C", "C", "C", "C", "N", "O", "C", "C", "C", "H", "H", "H", "H", "H", "H", "H", "H", "H", "H", "H", "H", "H", "H", "H", "H", "H", "H"], "xyz": [[-1.01428, 1.24494, -4.07582], [-0.75147, 2.59702, -3.42874], [-1.04985, 2.54925, -2.08471], [0.63218, 3.19133, -3.59614], [1.75567, 2.42624, -2.98850], [2.51585, 2.79525, -1.96257], [2.39560, 4.35331, -0.93704], [3.57513, 1.79781, -1.67891], [4.36198, 1.74448, -0.76676], [3.48548, 0.86891, -2.68603], [2.31674, 1.10510, -3.41162], [1.92351, 0.29310, -4.19696], [-1.20828, 0.50871, -3.31169], [-1.91073, 1.32008, -4.67581], [-0.22390, 0.93589, -4.73736], [-1.44668, 3.30800, -3.86075], [0.62384, 4.14508, -3.08349], [0.84337, 3.41265, -4.63401], [4.45054, -2.25690, -0.42803], [4.04440, -2.02447, 1.04763], [5.13022, -1.23622, 1.77915], [6.38252, -2.05799, 2.08188], [6.02198, -3.35470, 2.80674], [4.96290, -4.17675, 2.07265], [3.78723, -3.32253, 1.73821], [3.02703, -3.16094, 2.76813], [5.56895, -4.81011, 0.80744], [4.50745, -5.33522, 2.95127], [2.76167, -1.20533, 1.02285], [5.52949, -2.28049, -0.57549], [4.03041, -3.18612, -0.81207], [4.07327, -1.45510, -1.06079], [4.72446, -0.85826, 2.72298], [5.39038, -0.36033, 1.18130], [6.93237, -2.27492, 1.16199], [7.05796, -1.46953, 2.70546], [6.91438, -3.96907, 2.94295], [5.65642, -3.10916, 3.80867], [4.79760, -5.30428, 0.21615], [6.30255, -5.56403, 1.09199], [6.08726, -4.10243, 0.16582], [4.14994, -4.99949, 3.92238], [5.34603, -6.00954, 3.12109], [3.70843, -5.89986, 2.46924], [1.95402, -1.75263, 0.53358], [2.93909, -0.28648, 0.46571], [2.42908, -0.92024, 2.01915], [-5.50337, 3.75537, 0.75616], [-5.87917, 2.66703, -0.27802], [-7.13353, 1.91576, 0.16730], [-6.89262, 0.95750, 1.33066], [-5.73275, 0.01213, 1.02397], [-4.45470, 0.74123, 0.61169], [-4.74372, 1.71843, -0.48202], [-4.87197, 1.10068, -1.60943], [-3.83108, 1.44394, 1.83076], [-3.41684, -0.27307, 0.14037], [-6.16570, 3.39028, -1.58851], [-5.83114, 3.51610, 1.76701], [-4.42763, 3.92670, 0.77553], [-5.96936, 4.70528, 0.49816], [-7.52870, 1.34520, -0.67898], [-7.90227, 2.64372, 0.43539], [-6.70002, 1.51204, 2.25320], [-7.79750, 0.37475, 1.51207], [-5.51825, -0.60986, 1.89513], [-6.03351, -0.66844, 0.22141], [-2.98140, 2.05684, 1.52862], [-3.46709, 0.69765, 2.53610], [-4.52652, 2.07346, 2.38021], [-3.78709, -0.90632, -0.66364], [-3.15208, -0.92289, 0.97344], [-2.50798, 0.22180, -0.20522], [-5.27728, 3.90992, -1.95083], [-6.94991, 4.12792, -1.42397], [-6.50900, 2.71283, -2.36771]]}